Model a:
Below is a single C4H7NO molecule, with properties calculated with ωB97M-V/def2-TZVPD.

Last column: Löwdin charge in e.
Cartesian coordinates (Å):
O  2.007  0.631  0.635  0.000
C  1.262  0.368  -0.505  -0.327
C  0.533  -0.933  -0.621  -0.070
C  -1.600  -0.785  0.880  0.074
N  -0.965  0.422  0.845  -0.089
C  -0.221  0.351  -0.403  -0.303
H  1.370  0.719  1.361  0.091
H  1.667  0.809  -1.409  0.142
H  0.599  -1.596  0.239  0.101
H  0.354  -1.445  -1.558  0.107
H  -2.677  -0.566  0.834  0.006
H  -1.499  1.292  0.924  0.124
H  -0.830  0.731  -1.221  0.145

Values from the calculation:
HOMO-LUMO gap   8.73 eV
Lowest unoccupied orbital energy   0.41 eV

Model b:
Below is C4H7NO as an isolated structure, with properties calculated with ωB97M-V/def2-TZVPD.

Last column: Löwdin charge in e.
Cartesian coordinates (Å):
C  -0.962  0.085  0.985  -0.041
C  0.083  -0.930  -0.460  -0.182
C  0.426  -0.127  -1.611  -0.084
N  1.344  -0.462  -0.483  0.044
C  0.736  0.635  0.660  -0.449
O  0.699  1.795  0.282  -0.022
H  -1.125  -0.808  1.592  0.066
H  -1.732  0.208  0.221  0.078
H  -1.062  0.963  1.637  0.085
H  -0.364  -1.875  -0.167  0.136
H  0.652  -0.607  -2.558  0.107
H  0.082  0.911  -1.639  0.110
H  1.223  0.210  1.541  0.151

Values from the calculation:
HOMO-LUMO gap   9.38 eV
Lowest unoccupied orbital energy   0.35 eV

Of them, the most stable is model a and the least stable is model b.

Model a:
Below is a single C4H7NO molecule, with properties calculated with ωB97M-V/def2-TZVPD.

Last column: Löwdin charge in e.
Cartesian coordinates (Å):
N  -2.091  1.941  0.123  0.140
C  -1.690  0.859  0.211  -0.229
C  -1.148  -0.505  0.305  -0.182
C  0.053  -0.717  -0.632  -0.186
C  1.193  0.214  -0.281  -0.272
O  1.452  0.176  1.123  -0.073
H  -0.823  -0.669  1.334  0.115
H  -1.954  -1.212  0.082  0.119
H  0.349  -1.769  -0.582  0.116
H  -0.259  -0.515  -1.666  0.123
H  2.117  -0.056  -0.820  0.119
H  0.897  1.226  -0.578  0.115
H  1.871  1.011  1.365  0.094

Values from the calculation:
HOMO-LUMO gap   11.58 eV
SMILES   N#CCCCO
Lowest unoccupied orbital energy   0.78 eV

Model b:
Below is a single C4H7NO molecule, with properties calculated with ωB97M-V/def2-TZVPD.

Last column: Löwdin charge in e.
Cartesian coordinates (Å):
C  1.207  0.707  0.717  -0.112
C  0.096  0.908  -0.310  -0.253
C  -0.263  -0.393  -1.030  -0.219
N  -0.665  -1.435  -0.112  0.108
C  -1.577  -1.674  0.635  -0.319
O  -2.409  -2.020  1.392  0.136
H  0.978  -0.146  1.363  0.066
H  1.332  1.588  1.353  0.071
H  2.165  0.504  0.225  0.075
H  0.400  1.641  -1.068  0.107
H  -0.805  1.308  0.172  0.108
H  -1.067  -0.226  -1.756  0.117
H  0.608  -0.764  -1.581  0.114

Values from the calculation:
HOMO-LUMO gap   11.11 eV
SMILES   CCCN=C=O
Lowest unoccupied orbital energy   0.81 eV

Of them, the most stable is model b and the least stable is model a.

Model a:
Below is a single C4H7NO molecule, with properties calculated with ωB97M-V/def2-TZVPD.

Last column: Löwdin charge in e.
Cartesian coordinates (Å):
C  -1.292  2.179  -0.150  -0.032
N  -0.936  1.057  0.321  -0.001
O  0.306  0.624  -0.205  -0.129
C  0.771  -0.514  0.427  -0.358
C  1.226  -1.588  -0.515  -0.090
C  -0.107  -1.733  0.205  -0.087
H  -0.654  2.788  -0.875  0.103
H  -2.242  2.605  0.134  0.061
H  1.324  -0.336  1.343  0.140
H  1.181  -1.392  -1.573  0.101
H  2.055  -2.166  -0.144  0.094
H  -0.133  -2.444  1.051  0.106
H  -1.005  -1.508  -0.346  0.093

Values from the calculation:
HOMO-LUMO gap   10.92 eV
SMILES   C=NOC1CC1
Lowest unoccupied orbital energy   1.24 eV

Model b:
Below is a single C4H7NO molecule, with properties calculated with ωB97M-V/def2-TZVPD.

Last column: Löwdin charge in e.
Cartesian coordinates (Å):
C  -0.673  -0.773  1.157  -0.031
C  0.057  -0.037  0.040  -0.458
C  1.128  0.946  0.462  -0.193
O  2.118  1.215  -0.179  0.060
C  0.136  -0.420  -1.401  -0.100
N  -0.959  0.398  -0.924  0.048
H  -1.650  -0.289  1.261  0.081
H  -0.864  -1.820  0.913  0.081
H  -0.163  -0.713  2.121  0.072
H  0.950  1.443  1.436  0.128
H  0.883  0.099  -1.997  0.105
H  -0.097  -1.427  -1.736  0.108
H  -0.866  1.377  -1.153  0.099

Values from the calculation:
HOMO-LUMO gap   10.58 eV
SMILES   C[C@@]1(C=O)CN1
Lowest unoccupied orbital energy   0.84 eV

Of them, the most stable is model b and the least stable is model a.

Model a:
Below is a single C4H7NO molecule, with properties calculated with ωB97M-V/def2-TZVPD.

Last column: Löwdin charge in e.
Cartesian coordinates (Å):
O  2.438  -0.760  0.074  -0.068
N  1.730  0.429  0.224  0.036
C  0.522  0.279  -0.117  -0.375
C  -0.323  -0.913  -0.418  -0.076
C  -1.514  0.046  0.309  -0.100
C  -0.580  1.253  0.115  -0.124
H  3.308  -0.508  0.401  0.087
H  -0.616  -1.112  -1.435  0.096
H  0.099  -1.854  0.019  0.117
H  -2.477  0.129  -0.194  0.094
H  -1.360  -0.762  0.994  0.082
H  -0.837  1.746  -0.837  0.121
H  -0.392  2.026  0.865  0.109

Values from the calculation:
HOMO-LUMO gap   10.25 eV
SMILES   ON=C1CCC1
Lowest unoccupied orbital energy   1.08 eV

Model b:
Below is C4H7NO as an isolated structure, with properties calculated with ωB97M-V/def2-TZVPD.

Last column: Löwdin charge in e.
Cartesian coordinates (Å):
N  1.956  1.050  0.454  0.153
C  1.241  0.078  0.117  -0.255
O  -0.061  0.301  -0.259  -0.251
C  -0.936  -0.768  -0.406  -0.186
C  -0.991  -1.781  0.444  0.051
C  -0.903  1.862  -0.747  0.092
H  2.902  0.734  0.656  0.064
H  1.502  -0.982  0.039  0.142
H  -1.564  -0.605  -1.272  0.115
H  -1.694  -2.585  0.262  0.067
H  -0.383  -1.827  1.343  0.071
H  0.048  2.395  -0.939  -0.037
H  -1.119  2.129  0.308  -0.026

Values from the calculation:
HOMO-LUMO gap   8.83 eV
Lowest unoccupied orbital energy   0.73 eV

Of them, the most stable is model a and the least stable is model b.

Model a:
Below is a 2-piece molecular cluster, C4H3I overall, with properties calculated with ωB97M-V/def2-TZVPD.

Last column: Löwdin charge in e.
Cartesian coordinates (Å):
C  0.825  1.415  -0.480  -0.068
C  1.894  1.009  -0.177  -0.809
I  3.585  -0.058  0.199  0.813
H  -0.157  1.923  -0.380  0.054
C  -1.021  -1.344  0.283  -0.040
C  -2.096  -0.857  0.136  -0.037
H  -0.031  -1.861  0.239  0.050
H  -2.999  -0.226  0.180  0.037

Values from the calculation:
HOMO-LUMO gap   9.94 eV
SMILES   C#CI.C#C
Lowest unoccupied orbital energy   0.25 eV

Model b:
Below is a 2-piece molecular cluster, C4H3I overall, with properties calculated with ωB97M-V/def2-TZVPD.

Last column: Löwdin charge in e.
Cartesian coordinates (Å):
C  0.613  0.586  -0.922  -0.013
C  0.328  1.786  -1.337  0.090
C  -0.569  1.213  -0.231  -0.403
C  -1.558  1.051  0.393  0.178
I  0.100  -3.497  1.016  0.295
H  0.936  -0.392  -0.663  0.074
H  -0.821  -2.340  1.873  -0.272
H  -2.520  1.199  0.807  0.050

Values from the calculation:
HOMO-LUMO gap   9.17 eV
Lowest unoccupied orbital energy   -0.33 eV

Of them, the most stable is model a and the least stable is model b.

Model a:
Below is a single C4H3I molecule, with properties calculated with ωB97M-V/def2-TZVPD.

Last column: Löwdin charge in e.
Cartesian coordinates (Å):
C  -0.735  -0.260  0.024  -0.104
C  -0.749  -1.286  1.087  -0.764
C  -0.114  0.488  -0.819  -0.017
C  0.314  -1.608  1.811  0.094
I  -2.637  -2.535  1.216  0.628
H  -0.726  1.367  -1.315  0.113
H  0.804  0.317  -1.209  0.020
H  1.106  -1.147  2.330  0.030

Values from the calculation:
HOMO-LUMO gap (spin up / spin down)   7.28 / 8.30 eV
Lowest unoccupied orbital energy (spin up / spin down)   -1.17 / -0.66 eV

Model b:
Below is a single C4H3I molecule, with properties calculated with ωB97M-V/def2-TZVPD.

Last column: Löwdin charge in e.
Cartesian coordinates (Å):
C  1.056  0.708  0.814  0.185
C  1.249  0.509  -1.680  -0.496
C  -0.273  0.417  0.465  -0.142
C  0.871  -0.112  -0.492  -0.551
I  2.424  -0.676  -3.022  0.655
H  -0.833  -0.471  0.943  0.161
H  -0.797  1.296  0.165  0.109
H  1.004  -1.112  -0.241  0.079

Values from the calculation:
HOMO-LUMO gap   6.69 eV
Lowest unoccupied orbital energy   -1.68 eV

Model c:
Below is a 2-piece molecular cluster, C4H3I overall, with properties calculated with ωB97M-V/def2-TZVPD.

Last column: Löwdin charge in e.
Cartesian coordinates (Å):
C  0.168  -0.679  0.891  0.033
C  0.795  0.375  0.293  -0.088
C  -1.177  -0.291  0.293  -0.175
C  -0.170  0.191  -0.688  -0.071
I  3.988  1.184  0.089  -0.032
H  -1.812  -1.118  -0.025  0.107
H  -1.722  0.451  0.862  0.110
H  -0.070  -0.113  -1.716  0.115

Values from the calculation:
HOMO-LUMO gap (spin up / spin down)   5.80 / 5.80 eV
Lowest unoccupied orbital energy (spin up / spin down)   -3.30 / -3.30 eV

Of them, the most stable is model a and the least stable is model b.